The following is a DFT calculation (wB97M-V/def2-TZVPD) of 2 unconnected molecules or ions with the total composition C11H15N2 in a non-equilibrium geometry.

XYZ file:
```
28
C11H15N2, DFT wB97M-V/def2-TZVPD
C -1.1635 3.3216 -0.1928
C -1.6825 2.8103 1.0750
C -0.7584 2.4617 -1.1721
C -1.9082 1.4751 1.1685
C -0.8685 1.0790 -1.1177
C -1.5763 0.5908 0.0414
C 2.2794 -0.8367 -1.2684
C 1.4303 -2.0854 -1.7887
C 1.2123 -2.1419 1.4390
C 0.9747 -0.6726 1.6681
C -1.8269 -0.7506 0.2201
N 0.9344 -1.1891 -0.8097
N 0.4894 -1.3665 0.5198
H -1.0586 4.3336 -0.3906
H -2.0293 3.4945 1.9729
H -0.2580 2.7827 -2.0877
H -2.4553 0.9459 2.0178
H -0.5131 0.4121 -1.9096
H 3.1747 -1.1708 -0.7369
H 2.4486 0.1247 -1.8327
H 1.0398 -2.1832 -2.8288
H 1.6378 -3.1079 -1.4179
H 2.2095 -2.5537 1.0738
H 0.6431 -2.8157 2.0163
H 0.1529 -0.4574 2.2899
H 1.6809 0.1217 1.5526
H -2.2353 -1.2253 1.1209
H -1.9738 -1.3969 -0.6224
```

The HOMO-LUMO gap (spin up / spin down) comes out at 7.64 / 5.07 eV. The value obtained for the LUMO energy (spin up / spin down) is -2.497 / -7.346 eV. Its expectation value of S² is 2.051. Its spin multiplicity is 3. The energy above the lowest of the compared OMol25 structures with the same formula, charge and spin comes out at 446.74 kJ/mol. Its net charge is +1.

List of Löwdin charges in e, atom by atom:
1 C -0.05
2 C -0.06
3 C -0.10
4 C -0.07
5 C -0.04
6 C -0.32
7 C 0.01
8 C -0.02
9 C -0.02
10 C 0.00
11 C 0.01
12 N -0.05
13 N -0.04
14 H 0.08
15 H 0.15
16 H 0.11
17 H 0.14
18 H 0.11
19 H 0.11
20 H 0.14
21 H 0.14
22 H 0.13
23 H 0.15
24 H 0.11
25 H 0.11
26 H 0.13
27 H 0.08
28 H 0.07